Density functional theory data (ωB97M-V with the def2-TZVPD basis set) for a 2-piece molecular cluster, C11H22NOP overall at a distorted geometry.

For the LUMO energy (spin up / spin down), the calculation gives 0.1 / 0.1 eV. Its energy above the lowest of the compared OMol25 structures with the same formula, charge and spin is 587.9 kJ/mol. The largest force on an atom comes out at 0.07812 hartree/bohr. The value obtained for the frontier orbital gap (spin up / spin down) is 6.4 / 6.4 eV.

Geometry (Å):
C  -1.36  -0.82  -1.28
C  -3.10  0.84  -0.84
C  -1.55  -1.72  -2.25
C  -2.27  -0.04  -0.37
C  -3.74  2.00  -0.07
C  -2.27  -1.82  1.40
C  1.53  2.51  -0.31
C  2.95  -2.21  0.90
C  3.82  0.01  1.25
C  -2.04  -0.34  1.08
C  2.09  1.99  -1.54
N  2.95  -0.83  0.43
O  2.49  0.79  -1.75
P  2.95  -0.65  -1.30
H  -0.26  -0.49  -1.04
H  -3.18  1.06  -1.98
H  -2.48  -1.83  -2.72
H  -4.36  1.56  0.77
H  -4.44  2.46  -0.68
H  -3.08  2.79  0.31
H  -1.37  -2.44  0.85
H  -3.20  -2.27  0.98
H  -2.23  -1.80  2.58
H  1.19  3.60  -0.29
H  0.59  1.88  -0.07
H  2.01  2.30  0.68
H  2.78  -2.25  1.97
H  2.24  -2.94  0.47
H  3.88  -2.80  0.60
H  3.61  1.04  1.05
H  3.52  -0.07  2.33
H  4.84  -0.28  1.00
H  -2.81  0.28  1.67
H  -1.04  0.08  1.30
H  1.99  2.52  -2.46
H  -0.64  -2.14  -2.68

Mulliken atomic charge list, values in e, 4 entries:
1. C -0.061
2. C -0.034
3. C -0.779
4. C 0.300

***

Density functional theory data (ωB97M-V with the def2-TZVPD basis set) for a 5-piece molecular cluster, C11H23Cl9N2O3 overall at a distorted geometry.

For the LUMO energy, the calculation gives 0.1 eV. Its energy above the lowest of the compared OMol25 structures with the same formula, charge and spin is 0.0 kJ/mol. The largest force on an atom comes out at 0.06038 hartree/bohr. The value obtained for the frontier orbital gap is 8.5 eV. Its SMILES is COCCNCCOC.ClC(Cl)Cl.ClC(Cl)Cl.ClC(Cl)Cl.CC(N)=O.

Geometry (Å):
O  -0.23  2.97  -4.03
C  0.29  2.12  -3.40
N  0.64  0.99  -4.08
C  0.60  2.15  -1.92
H  0.36  1.04  -5.05
H  1.22  0.25  -3.70
H  0.39  3.12  -1.47
H  1.65  2.00  -1.66
H  0.07  1.38  -1.35
C  4.33  4.14  -1.80
Cl  3.94  2.73  -0.73
Cl  3.33  5.55  -1.46
Cl  4.12  3.55  -3.50
H  5.39  4.38  -1.79
C  7.25  0.29  -1.17
Cl  6.55  1.07  -2.55
Cl  8.22  -1.03  -1.93
Cl  5.89  -0.42  -0.14
H  7.90  1.04  -0.73
C  2.75  0.31  1.57
Cl  1.28  1.15  1.02
Cl  2.65  -1.48  1.45
Cl  3.18  0.71  3.23
H  3.54  0.56  0.86
C  -6.01  -0.26  -0.55
O  -5.19  -1.01  0.36
C  -4.52  -2.08  -0.29
C  -4.24  -3.14  0.78
N  -3.30  -2.80  1.89
C  -1.91  -2.53  1.49
C  -1.00  -1.90  2.59
O  -1.63  -0.79  3.18
C  -0.89  -0.35  4.34
H  -6.78  -0.87  -1.04
H  -5.40  0.09  -1.38
H  -6.43  0.59  0.00
H  -3.63  -1.74  -0.82
H  -5.09  -2.54  -1.09
H  -3.96  -3.98  0.14
H  -5.18  -3.41  1.27
H  -3.59  -1.98  2.41
H  -1.94  -1.67  0.83
H  -1.49  -3.41  1.01
H  -0.15  -1.57  1.99
H  -0.72  -2.56  3.41
H  -1.25  0.67  4.45
H  0.19  -0.33  4.22
H  -1.19  -1.02  5.15

Mulliken atomic charge list, values in e, 4 entries:
1. O -0.611
2. C 0.503
3. N -0.412
4. C -0.575

***

Density functional theory data (ωB97M-V with the def2-TZVPD basis set) for C11H23ClEuNO2P2 as an isolated structure at a distorted geometry.

For the LUMO energy (spin up / spin down), the calculation gives -2.9 / -2.9 eV. The net charge is +1. As for the multiplicity: 8. The largest force on an atom comes out at 0.03334 hartree/bohr. The value obtained for the frontier orbital gap (spin up / spin down) is 7.6 / 8.7 eV.

Geometry (Å):
Eu  0.54  1.47  0.58
P  2.23  -1.01  1.53
C  2.37  -1.26  -0.30
C  1.06  -1.54  -1.01
N  -0.06  -0.87  -0.62
C  -1.25  -1.26  -1.14
C  -1.33  -2.16  -2.20
C  -0.16  -2.74  -2.71
C  1.05  -2.44  -2.08
C  -2.56  -0.74  -0.58
P  -2.35  0.80  0.43
H  2.01  -2.84  -2.38
H  -2.33  -2.37  -2.57
H  -0.21  -3.41  -3.57
H  -3.28  -0.55  -1.39
H  -2.98  -1.50  0.11
H  2.81  -0.34  -0.75
H  3.05  -2.11  -0.47
H  1.13  4.04  -0.92
O  1.48  3.13  -0.90
H  2.11  3.09  -1.65
H  -0.71  4.41  1.36
O  -0.58  4.42  0.38
H  -1.06  5.22  0.09
C  -2.54  2.04  -0.91
H  -3.55  1.97  -1.34
H  -2.37  3.04  -0.49
H  -1.81  1.86  -1.72
C  -3.98  0.84  1.27
H  -3.99  1.70  1.95
H  -4.82  0.93  0.56
H  -4.11  -0.08  1.87
C  2.29  -2.74  2.12
H  3.21  -3.26  1.82
H  2.24  -2.73  3.22
H  1.43  -3.30  1.73
C  3.96  -0.49  1.85
H  4.04  -0.21  2.90
H  4.67  -1.30  1.64
H  4.23  0.39  1.25
Cl  0.10  1.88  3.08

Mulliken atomic charge list, values in e, 4 entries:
1. Eu 0.810
2. P 0.532
3. C -1.397
4. C 0.763

***

Density functional theory data (ωB97M-V with the def2-TZVPD basis set) for C11H23EuFNO2P2 as an isolated structure at a distorted geometry.

For the LUMO energy (spin up / spin down), the calculation gives -10.6 / -7.6 eV. The net charge is +2. Its energy above the lowest of the compared OMol25 structures with the same formula, charge and spin is 115.7 kJ/mol. As for the multiplicity: 7. The largest force on an atom comes out at 0.08029 hartree/bohr. The value obtained for the frontier orbital gap (spin up / spin down) is 3.4 / 6.7 eV.

Geometry (Å):
Eu  -0.39  1.78  0.98
P  -2.81  0.70  -0.35
C  -2.35  1.99  -1.62
C  -1.02  1.70  -2.29
N  0.01  1.40  -1.47
C  1.21  1.03  -1.97
C  1.43  1.05  -3.35
C  0.39  1.39  -4.21
C  -0.85  1.72  -3.68
C  2.29  0.65  -0.97
P  2.40  -1.14  -0.52
H  -1.70  1.99  -4.30
H  2.42  0.78  -3.72
H  0.56  1.40  -5.28
H  3.26  0.91  -1.43
H  2.22  1.27  -0.04
H  -3.12  2.03  -2.31
H  -2.30  2.96  -1.09
H  -0.84  -2.97  -3.74
O  -0.58  -2.14  -3.42
H  -0.58  -1.55  -4.19
H  2.16  -2.43  0.06
O  1.03  -1.01  0.47
H  0.69  -1.84  0.85
C  2.27  -1.94  -2.15
H  2.90  -1.42  -2.88
H  2.64  -2.97  -2.05
H  1.23  -1.98  -2.51
C  4.00  -1.07  0.37
H  4.25  -2.08  0.73
H  4.79  -0.73  -0.31
H  3.93  -0.38  1.23
C  -4.58  1.07  -0.10
H  -5.15  0.91  -1.03
H  -4.95  0.40  0.68
H  -4.70  2.11  0.24
C  -2.95  -0.77  -1.43
H  -3.25  -1.61  -0.79
H  -3.71  -0.60  -2.20
H  -2.00  -1.04  -1.92
F  1.58  2.32  1.57

Mulliken atomic charge list, values in e, 4 entries:
1. Eu 1.672
2. P 0.320
3. C -1.556
4. C 1.022

***

Density functional theory data (ωB97M-V with the def2-TZVPD basis set) for C11H23FeP2 as an isolated structure at a distorted geometry.

For the LUMO energy (spin up / spin down), the calculation gives 0.0 / -1.6 eV. Its energy above the lowest of the compared OMol25 structures with the same formula, charge and spin is 328.2 kJ/mol. As for the multiplicity: 6. The largest force on an atom comes out at 0.05334 hartree/bohr. The value obtained for the frontier orbital gap (spin up / spin down) is 5.1 / 3.7 eV.

Geometry (Å):
C  -0.46  0.06  -1.75
C  -1.19  1.27  -1.61
C  -0.26  2.31  -1.27
C  1.06  1.76  -1.28
C  0.96  0.37  -1.54
Fe  0.19  -1.93  1.98
P  0.03  -3.48  0.35
H  -0.87  -0.90  -1.98
H  -2.27  1.38  -1.73
H  -0.52  3.34  -1.06
H  1.78  -0.35  -1.49
H  1.98  2.32  -1.10
H  1.18  -3.86  -0.42
H  -0.97  -3.23  -0.65
H  -0.40  -4.76  0.82
C  1.53  -2.04  3.72
C  0.47  -0.93  3.87
P  0.29  0.21  2.31
C  -1.20  1.26  2.52
C  -1.39  1.94  3.87
C  1.70  1.39  2.45
C  2.16  1.79  3.85
H  1.59  -2.61  2.75
H  1.38  -2.78  4.52
H  2.53  -1.60  3.85
H  -0.53  -1.28  4.15
H  0.78  -0.18  4.61
H  -1.16  1.98  1.69
H  -2.04  0.58  2.30
H  -0.70  2.78  4.02
H  -2.40  2.34  3.94
H  -1.25  1.23  4.70
H  2.52  0.90  1.90
H  1.42  2.27  1.86
H  2.40  0.91  4.47
H  3.08  2.38  3.79
H  1.43  2.40  4.39

Mulliken atomic charge list, values in e, 4 entries:
1. C -0.488
2. C -0.710
3. C -0.442
4. C -0.613

***

Density functional theory data (ωB97M-V with the def2-TZVPD basis set) for a 3-piece molecular cluster, C11H23INO2P overall at a distorted geometry.

For the LUMO energy, the calculation gives 0.5 eV. Its energy above the lowest of the compared OMol25 structures with the same formula, charge and spin is 0.0 kJ/mol. The largest force on an atom comes out at 0.03781 hartree/bohr. The value obtained for the frontier orbital gap is 9.0 eV. Its SMILES is C#C[PH2](I)CN.C1CCOC1.C1CCOC1.

Geometry (Å):
C  -1.64  0.65  1.24
C  -1.00  0.64  2.24
P  0.09  0.58  3.63
I  -1.62  -0.75  4.96
C  1.39  1.63  2.73
N  1.23  3.05  3.10
H  -1.98  0.55  0.25
H  1.00  -0.48  3.76
H  0.02  1.58  4.63
H  2.38  1.30  3.00
H  1.23  1.52  1.67
H  1.58  3.62  2.34
H  0.25  3.27  3.17
C  -5.02  -2.12  -2.62
C  -4.96  -0.67  -3.09
C  -4.58  0.05  -1.81
O  -3.79  -0.87  -1.04
C  -3.88  -2.17  -1.62
H  -4.91  -2.85  -3.43
H  -5.98  -2.31  -2.12
H  -4.16  -0.56  -3.84
H  -5.88  -0.30  -3.53
H  -5.47  0.32  -1.22
H  -4.00  0.96  -1.99
H  -2.93  -2.41  -2.11
H  -4.05  -2.90  -0.82
C  3.94  -0.40  -1.50
C  5.20  -0.75  -0.70
C  5.29  0.43  0.26
O  3.94  0.84  0.51
C  3.06  0.22  -0.42
H  3.48  -1.26  -1.98
H  4.18  0.34  -2.27
H  5.05  -1.68  -0.15
H  6.09  -0.86  -1.32
H  5.84  1.26  -0.18
H  5.76  0.16  1.21
H  2.48  -0.55  0.10
H  2.37  0.96  -0.82

Mulliken atomic charge list, values in e, 4 entries:
1. C 0.633
2. C -1.004
3. P 0.029
4. I -0.288